{
  "formula": "CH6O2",
  "method": "ωB97M-V with the def2-TZVPD basis set",
  "lumo_ev": 0.485,
  "homo_energy_ev": -10.2,
  "smiles": "CO.O",
  "gap_ev": 10.64,
  "e_above_lowest_kcal_mol": 20.46,
  "elements": ["O", "O", "C", "H", "H", "H", "H", "H", "H"],
  "coordinates": [[0.052429, 0.177572, 2.478559], [0.720685, -0.762461, -0.983439], [-0.165305, 0.074375, -1.780600], [-0.363470, -0.454396, 3.197325], [0.558208, -0.697960, -0.064843], [-1.195214, -0.016805, -1.330453], [0.176436, 1.050489, -1.877121], [0.460689, 0.823154, 3.236851], [-0.244457, -0.193968, -2.876280]],
  "forces_ev_per_a": [[0.247, 0.474, 5.607], [0.204, 0.118, -3.007], [-1.401, -2.428, 0.425], [0.897, 1.341, -2.521], [-0.634, 0.551, 1.337], [0.914, 0.541, -0.654], [0.568, 2.064, 0.642], [-1.145, -1.856, -3.176], [0.350, -0.804, 1.347]],
  "nbo_charge": [-0.94, -0.74, -0.25, 0.47, 0.48, 0.17, 0.16, 0.47, 0.18]
}